No. 1
41
Properties=species:S:1:pos:R:3 method="wB97M-V/def2-TZVPD" s2=0.777 total_charge=0 spin_multiplicity=2 relative_energy_kj_mol=270.8 e_lumo_ha="-0.0491 / -0.0330"
Re -1.2518 1.7593 -0.7360
Se -2.5513 0.8440 0.9406
Se -2.3686 1.8200 3.1457
Te -1.6076 4.0977 2.4339
Se -0.0803 3.4095 0.4904
N 1.1599 2.1567 4.0046
C 0.9492 0.7549 4.5169
P 1.0141 -0.2580 2.9746
O 2.2534 -1.1084 2.8971
O 0.6229 0.7621 1.9722
C -0.2830 -1.5641 2.9699
N 0.3237 -2.5731 2.0172
H 2.1341 2.4452 4.0421
H 0.5620 2.8620 4.4365
H 0.8869 2.0678 2.9653
H -0.0449 0.7181 4.9561
H 1.7050 0.4800 5.2465
H -1.2248 -1.2047 2.5620
H -0.4278 -2.0298 3.9423
H -0.0046 -3.5258 2.1436
H 1.3577 -2.4712 2.1795
H 0.1576 -2.2828 1.0434
Br -0.5372 -2.4182 -0.7801
C 0.0647 -1.8262 -2.5093
C -0.3379 -2.6317 -3.5611
C 0.0092 -2.2854 -4.8586
C 0.7878 -1.1610 -5.0891
C 1.2047 -0.3884 -4.0199
C 0.8369 -0.6931 -2.7109
C 1.2183 0.3228 -1.6813
O 2.3008 0.8427 -1.6964
O 0.3055 0.5519 -0.7369
H -0.9366 -3.5099 -3.3663
H -0.3400 -2.8919 -5.6842
H 1.0586 -0.8799 -6.0984
H 1.8035 0.4980 -4.1742
O -2.8350 2.1081 -4.4844
Se -2.2132 1.8414 -3.0189
O -2.8336 2.7055 -1.6704
O -2.2406 0.3440 -2.3087
O -0.5978 2.3118 -2.6952

***

No. 2
17
Properties=species:S:1:pos:R:3 method="wB97M-V/def2-TZVPD" total_charge=0 relative_energy_kj_mol=481.9 e_lumo_ha=0.0343
C 0.9921 1.5541 1.1234
C -1.4180 0.8926 0.0227
O 0.3296 1.3208 -0.1089
C 0.4636 0.0267 -0.7747
C 0.6004 -1.2398 0.0917
C -0.8700 -1.6098 -0.2378
C -1.0290 -0.2463 -0.9466
H 2.0716 1.4242 0.9954
H 0.7678 2.5878 1.3912
H 0.5997 0.8935 1.9011
H -1.7543 1.7403 -0.6012
H 1.1622 0.1377 -1.6092
H 0.8084 -1.0619 1.1491
H 1.3519 -1.9359 -0.2931
H -0.9512 -2.4784 -0.8990
H -1.5290 -1.7362 0.6252
H -1.4756 -0.2424 -1.9469

***

No. 3
47
Properties=species:S:1:pos:R:3 method="wB97M-V/def2-TZVPD" total_charge=-2 relative_energy_kj_mol=44.4 e_lumo_ha=0.1609
C -1.6573 -2.4657 0.5409
C -2.1536 -2.3379 -0.7922
C -2.7184 -1.0388 -0.9361
C -2.2905 -3.4387 -1.7800
C -2.5957 -0.3563 0.3279
C -1.9183 -1.2290 1.2370
C -1.8853 -1.0206 2.7103
C -1.2346 -3.7428 1.1635
C -3.5519 -0.6104 -2.0871
C -3.3859 0.8354 0.7470
Hf -0.1020 -0.3977 -0.3763
Cl 0.6213 -1.8922 -2.0050
Cl 1.1737 -1.3469 1.3568
Cl -1.0339 1.5688 -1.4015
H -1.4809 -4.1718 -1.6900
H -2.2975 -3.0582 -2.8084
H -3.2418 -3.9622 -1.6102
H -3.0273 -0.7746 -3.0379
H -3.8102 0.4500 -2.0171
H -4.4857 -1.1918 -2.1191
H -3.3885 1.6027 -0.0330
H -2.9670 1.2731 1.6585
H -4.4289 0.5548 0.9610
H -1.8710 0.0508 2.9415
H -0.9997 -1.4535 3.1881
H -2.7813 -1.4521 3.1832
H -0.4809 -4.2500 0.5465
H -2.0967 -4.4197 1.2626
H -0.8145 -3.5709 2.1587
O 0.9842 -0.8776 4.4616
H 1.6930 -0.1968 4.4695
O 1.8528 0.8794 -2.6599
C 2.2053 1.3494 -1.5738
N 1.6281 1.0097 -0.3525
S 2.1494 1.9129 0.9745
O 1.0613 2.7387 1.4199
O 2.9002 1.1501 1.9290
C 3.3322 2.7644 -0.0345
C 4.3640 3.5619 0.4493
C 5.3281 3.9909 -0.4776
C 5.2600 3.6059 -1.8309
C 4.2263 2.7772 -2.2713
C 3.2786 2.3421 -1.3424
H 4.3743 3.8080 1.5069
H 6.1341 4.6295 -0.1270
H 6.0171 3.9593 -2.5304
H 4.1154 2.4408 -3.3001

***

No. 4
73
Properties=species:S:1:pos:R:3 method="wB97M-V/def2-TZVPD" s2=0.754 total_charge=0 spin_multiplicity=2 relative_energy_kj_mol=121.2 e_lumo_ha="0.0148 / -0.0746"
Mg 0.1503 -0.2461 1.7683
O 1.6967 -1.3352 2.8262
C 2.6660 -2.2194 2.3170
C 3.1689 -1.7508 0.9744
C 4.3841 -2.1705 0.4455
C 4.8455 -1.5651 -0.7104
C 4.0833 -0.5588 -1.2845
C 2.8692 -0.2395 -0.7026
N 2.4129 -0.8360 0.3860
H 2.1286 -0.4738 2.9091
H 2.1900 -3.2031 2.2416
H 3.5162 -2.2843 3.0119
H 4.9700 -2.9207 0.9551
H 5.7972 -1.8491 -1.1355
H 4.4246 -0.0249 -2.1557
H 2.2371 0.5357 -1.1192
C 0.8445 -0.5602 -5.5886
C 1.4471 -1.3427 -4.6180
C 1.0877 -1.2001 -3.2907
C 0.1221 -0.2715 -2.9161
C -0.4583 0.5301 -3.8960
C -0.1057 0.3764 -5.2233
P -0.3309 -0.1639 -1.1315
C -1.1452 1.4664 -1.1719
C -0.2999 2.5733 -1.1908
C -0.8209 3.8522 -1.1509
C -2.1960 4.0331 -1.0930
C -3.0432 2.9355 -1.0766
C -2.5216 1.6548 -1.1208
C -1.7650 -1.2920 -1.0963
C -2.5114 -1.5280 -2.2293
C -3.6043 -2.4011 -2.2059
C -3.9382 -3.0329 -1.0435
C -3.1813 -2.8408 0.1309
C -3.5133 -3.5352 1.3091
C -2.7305 -3.4221 2.4192
C -1.6143 -2.5629 2.4045
C -1.2976 -1.8115 1.3085
C -2.0599 -1.9521 0.1271
H 1.1066 -0.6847 -6.6273
H 2.1972 -2.0636 -4.9025
H 1.5556 -1.8139 -2.5320
H -1.1958 1.2705 -3.6205
H -0.5796 0.9900 -5.9744
H 0.7741 2.4342 -1.2231
H -0.1596 4.7087 -1.1481
H -2.6111 5.0299 -1.0758
H -4.1143 3.0796 -1.0261
H -3.1853 0.8025 -1.0909
H -2.2601 -1.0392 -3.1608
H -4.1702 -2.5726 -3.1113
H -4.7802 -3.7112 -1.0126
H -4.3934 -4.1610 1.3082
H -2.9699 -3.9695 3.3205
H -1.0145 -2.5099 3.3009
N -1.4207 3.4117 2.2427
C -1.1965 2.1046 2.4389
O -1.3483 1.2821 1.5462
C -0.7727 1.7031 3.8301
C -0.5283 0.2236 3.8866
H -1.5739 3.7389 1.2980
H -1.0980 4.0810 2.9233
H -1.5590 2.0199 4.5298
H 0.1312 2.2683 4.0781
H -1.4483 -0.3370 4.0199
H 0.2227 -0.0562 4.6164
F 1.2930 1.3164 1.4211
As 2.6688 2.2277 2.0988
F 3.7718 0.8665 1.9374
F 3.0210 2.7563 0.4826
F 3.9433 3.1770 2.7942
F 1.5291 3.5418 2.3683
F 2.2606 1.5213 3.6799

***

No. 5
22
Properties=species:S:1:pos:R:3 method="wB97M-V/def2-TZVPD" total_charge=0 relative_energy_kj_mol=227.2 e_lumo_ha=0.0375
C -1.7072 0.0335 1.7161
C -1.2482 0.4202 0.3192
N -2.2596 -0.0009 -0.6133
C 0.3741 -0.1969 -0.0079
C 1.2109 -0.5413 1.1900
C 0.5254 -0.9185 -1.3254
C 0.7758 0.5542 -1.1792
N 2.3891 0.9199 -1.2031
H -1.7029 -1.0537 1.8457
H -2.7209 0.3977 1.9238
H -1.0749 0.4946 2.4795
H -1.2145 1.5134 0.2743
H -2.3064 -1.0134 -0.6701
H -2.1272 0.3917 -1.5376
H 2.2123 -0.8826 0.9138
H 0.7478 -1.3679 1.7409
H 1.3136 0.3192 1.8559
H 1.3902 -1.5519 -1.4966
H -0.3431 -1.2675 -1.8723
H 0.2639 1.3450 -1.7089
H 2.8720 0.7277 -2.0800
H 2.6298 1.6774 -0.5649